(1)
Here is an isolated molecule of C6H10O from OMol25. Energies are from ωB97M-V/def2-TZVPD.

Its relative energy (zero: lowest compared OMol25 entry of this formula, charge and spin) is 122.5 kJ/mol. The SMILES is C[C@]12CC[C@H]1CO2. The gap between HOMO and LUMO is 10.515 eV.

Structure (ORCA input):
```
! wB97M-V def2-TZVPD RIJCOSX def2/J DEFGRID3
* xyz 0 1
C 0.3285 -1.2117 -1.5418
C -0.1121 -0.4757 -0.3047
C -1.3654 0.4194 -0.3063
C -0.5972 1.4611 0.5518
C 0.7058 0.6460 0.3666
C 0.9331 -0.3708 1.4793
O -0.0089 -1.2870 0.8894
H -0.3508 -2.0395 -1.7726
H 0.3609 -0.5370 -2.4035
H 1.3306 -1.6258 -1.3865
H -1.5789 0.7945 -1.3138
H -2.2772 -0.0128 0.1168
H -0.9211 1.5082 1.5969
H -0.5838 2.4777 0.1510
H 1.5574 1.1131 -0.1300
H 0.6341 -0.0622 2.4893
H 1.9449 -0.7974 1.5179
*
```

---

(2)
Here is a structure of composition C20H68BNO12S10Si2 from OMol25. Energies are from ωB97M-V/def2-TZVPD.

The gap between HOMO and LUMO is 8.612 eV.

Structure (ORCA input):
```
! wB97M-V def2-TZVPD RIJCOSX def2/J DEFGRID3
* xyz 0 1
N 3.1042 3.8993 1.4956
B 3.5777 2.9293 0.5911
O 2.7237 1.8886 0.2523
Si 5.4300 2.8028 -0.2412
O 5.6013 3.7789 -1.5863
Si 4.5520 4.9952 -1.9567
H 2.1174 4.1144 1.4997
H 3.6820 4.6974 1.7055
H 2.8415 1.6267 -0.6712
H 6.5572 3.0466 0.7000
H 5.5433 1.4047 -0.6916
H 4.9190 5.4336 -3.3105
H 3.1473 4.5219 -1.9855
H 4.6859 6.1628 -1.0546
C 4.7831 -2.2547 -2.0337
S 3.3270 -1.2330 -2.2632
O 3.6628 0.1140 -1.7171
C 2.3529 -1.9708 -0.9558
H 5.5491 -1.8930 -2.7168
H 5.1237 -2.1628 -1.0029
H 4.5338 -3.2890 -2.2693
H 2.8970 -1.8844 -0.0169
H 2.1353 -3.0168 -1.1650
H 1.4242 -1.4046 -0.8960
C 0.7966 8.4470 -3.8527
S 1.4642 6.8255 -3.4619
O 2.8274 6.7690 -4.0589
C 0.3732 5.8972 -4.5360
H 1.3817 9.1840 -3.3067
H 0.8840 8.6199 -4.9252
H -0.2451 8.4932 -3.5351
H 0.4780 6.2465 -5.5617
H -0.6547 6.0134 -4.2004
H 0.6589 4.8495 -4.4714
C 0.3320 -5.4911 2.8928
S 0.2858 -4.4766 1.4137
O 1.6971 -4.2667 0.9883
C -0.2422 -2.9659 2.2334
H 0.6899 -6.4764 2.6017
H 1.0146 -5.0409 3.6132
H -0.6741 -5.5688 3.3041
H 0.4788 -2.6864 3.0024
H -1.2308 -3.1223 2.6660
H -0.2914 -2.1795 1.4820
C 2.8050 -0.3830 5.5129
S 1.6524 0.1140 4.2340
O 0.7988 -1.0795 3.9511
C 2.8393 0.2185 2.9003
H 2.2437 -0.5473 6.4277
H 3.3035 -1.3054 5.2150
H 3.5330 0.4099 5.6817
H 3.3195 -0.7550 2.7876
H 3.5771 0.9896 3.1237
H 2.3097 0.4810 1.9915
C 2.2257 -0.3233 11.2145
S 2.4539 -1.3265 9.7414
O 3.4980 -0.6604 8.9213
C 0.8676 -0.9188 8.9989
H 3.1326 -0.4068 11.8095
H 2.0668 0.7140 10.9206
H 1.3758 -0.7021 11.7818
H 0.7982 0.1612 8.8683
H 0.0649 -1.2846 9.6390
H 0.8148 -1.4170 8.0329
C -4.1588 6.6877 -6.1886
S -3.4530 5.1098 -5.6991
O -2.0558 5.0927 -6.2081
C -4.4240 4.1040 -6.8246
H -3.6454 7.4642 -5.6254
H -3.9995 6.8354 -7.2564
H -5.2216 6.7007 -5.9473
H -4.2451 4.4379 -7.8462
H -5.4795 4.1853 -6.5655
H -4.0941 3.0743 -6.7063
C -2.2512 -2.9500 -1.3103
S -3.7232 -3.3046 -0.3461
O -3.6459 -4.7399 0.0573
C -4.8844 -3.1938 -1.7049
H -1.3938 -3.0086 -0.6435
H -2.1454 -3.6879 -2.1059
H -2.3280 -1.9453 -1.7257
H -4.6083 -3.9174 -2.4725
H -4.8744 -2.1786 -2.0990
H -5.8725 -3.4165 -1.3070
C -6.4998 -8.4918 2.4400
S -6.3727 -6.8660 1.6880
O -7.6989 -6.5571 1.0863
C -5.2904 -7.3236 0.3412
H -7.1828 -8.4098 3.2828
H -6.8933 -9.1975 1.7085
H -5.5157 -8.8033 2.7898
H -5.7619 -8.1028 -0.2581
H -4.3296 -7.6543 0.7344
H -5.1366 -6.4216 -0.2467
C 5.8346 2.5480 -4.9896
S 4.7402 2.3431 -6.3932
O 5.3038 1.2506 -7.2306
C 5.1711 3.8928 -7.1933
H 5.7421 1.6644 -4.3608
H 6.8625 2.6495 -5.3383
H 5.5288 3.4275 -4.4253
H 6.2429 3.9070 -7.3906
H 4.8807 4.7228 -6.5481
H 4.6189 3.9413 -8.1295
C -7.8264 -3.1709 2.2452
S -6.8129 -1.6940 2.2298
O -6.6300 -1.3263 0.7980
C -5.3126 -2.5440 2.7290
H -8.8295 -2.9096 1.9159
H -7.3856 -3.8995 1.5644
H -7.8654 -3.5745 3.2571
H -5.1146 -3.3405 2.0143
H -5.4372 -2.9480 3.7339
H -4.5017 -1.8182 2.7195
*
```

---

(3)
Here is an isolated molecule of C4H9NO2S from OMol25. Energies are from ωB97M-V/def2-TZVPD.

Its relative energy (zero: lowest compared OMol25 entry of this formula, charge and spin) is 385.4 kJ/mol. The SMILES is COC(=S)N(C)OC. The gap between HOMO and LUMO is 9.296 eV.

Structure (ORCA input):
```
! wB97M-V def2-TZVPD RIJCOSX def2/J DEFGRID3
* xyz 0 1
C 0.8375 -1.3973 -2.0229
O 0.5003 -1.0696 -0.6536
C 0.0471 0.2008 -0.4689
S -0.4332 1.1954 -1.6394
N -0.1721 0.3818 0.8723
C -0.5393 1.6547 1.4148
O 0.4766 -0.3730 1.6993
C -0.2533 -1.5156 2.2374
H -0.0511 -1.0872 -2.7235
H 1.7268 -0.7571 -2.2387
H 1.1031 -2.4442 -2.0301
H 0.3651 2.2834 1.4810
H -1.3593 2.1861 0.8264
H -0.8296 1.4491 2.4619
H -0.8032 -2.0094 1.3355
H 0.6355 -2.2733 2.6078
H -1.0178 -1.2607 3.0767
*
```

---

no.,largest force on an atom (eV/A),E_LUMO (eV)
1,0.39,1.07
2,1.13,0.24
3,4.75,0.75